*A*
Molecular formula: C7H14NO
Method: DFT, wB97M-V/def2-TZVPD

Each line ends with the natural charge from an NBO analysis.
Atoms and positions in Å:
1 C -0.488 -0.846 -2.701  -0.359
2 C -0.547 -1.154 -1.391  -0.200
3 C -1.001 -0.141 -0.316  -0.344
4 C -2.237 -0.653 0.348  -0.604
5 C 0.047 -0.130 0.676  -0.006
6 C 0.357 1.432 1.330  0.274
7 O -0.254 2.487 0.802  -0.680
8 N 1.323 0.690 0.533  -0.404
9 C 2.630 0.234 1.031  -0.428
10 H -0.242 -1.539 -3.492  0.218
11 H -0.764 0.097 -3.171  0.206
12 H -0.347 -2.113 -0.995  0.210
13 H -1.148 0.885 -0.635  0.243
14 H -2.895 -1.141 -0.505  0.245
15 H -2.060 -1.503 1.015  0.216
16 H -2.878 0.015 0.861  0.238
17 H 0.050 -0.883 1.388  0.234
18 H 0.628 1.423 2.429  0.214
19 H -0.456 3.198 1.319  0.522
20 H 1.241 1.116 -0.467  0.465
21 H 3.239 0.418 0.147  0.246
22 H 3.058 0.848 1.891  0.249
23 H 2.650 -0.812 1.341  0.247

As for the structure (SMILES): C=C[C@@H](C)[C@@H]1[C@H](O)[N@H+]1C. Its spin multiplicity is 1. The HOMO energy comes out at -13.3003 eV. As for the net charge: +1. For the gap between HOMO and LUMO, the calculation gives 10.56 eV. The LUMO energy is -2.74 eV.



*B*
Molecular formula: C7H14NO
Method: DFT, wB97M-V/def2-TZVPD

Each line ends with the natural charge from an NBO analysis.
Atoms and positions in Å:
1 C -0.743 -1.692 -0.770  -0.675
2 C -0.897 -0.375 -0.028  0.062
3 N -2.373 -0.145 0.223  -0.701
4 C -0.072 0.284 0.995  -0.313
5 C 1.370 -0.271 1.227  -0.390
6 C 1.974 -0.113 -0.170  -0.411
7 C 1.370 1.179 -0.767  -0.457
8 C -0.044 1.178 -0.192  0.359
9 O -0.862 2.316 -0.399  -0.691
10 H -0.010 -1.635 -1.576  0.255
11 H -1.760 -2.112 -1.203  0.233
12 H -0.387 -2.579 -0.117  0.245
13 H -2.704 -1.077 0.635  0.446
14 H -2.926 0.084 -0.654  0.463
15 H -2.410 0.554 1.011  0.457
16 H -0.556 0.631 1.864  0.224
17 H 1.432 -1.402 1.581  0.231
18 H 1.828 0.272 2.045  0.236
19 H 3.144 -0.116 0.005  0.251
20 H 1.690 -1.071 -0.728  0.218
21 H 1.747 2.016 -0.345  0.224
22 H 1.455 1.143 -1.811  0.237
23 H -0.269 2.929 -0.825  0.499

As for the structure (SMILES): C[C@@]1([NH3+])[C@H]2CCC[C@]21O. Its spin multiplicity is 1. The HOMO energy comes out at -12.8654 eV. As for the net charge: +1. For the gap between HOMO and LUMO, the calculation gives 9.56 eV. The LUMO energy is -3.31 eV.



Bottom line: *B*, by a margin of 0.0363 hartree.



*A*
Molecular formula: C3H8N2S2
Method: DFT, wB97M-V/def2-TZVPD

Each line ends with the natural charge from an NBO analysis.
Atoms and positions in Å:
1 C -1.338 -2.142 0.103  -0.441
2 N -1.075 -0.779 -0.397  -0.547
3 C -0.054 -0.093 -0.083  0.218
4 N -0.030 1.192 0.115  -0.676
5 S -1.454 2.135 -0.444  0.093
6 S 1.317 -1.068 -0.081  0.225
7 C 2.588 -0.257 1.189  -0.757
8 H -0.604 -2.420 0.874  0.198
9 H -2.415 -1.875 0.476  0.222
10 H -1.377 -2.982 -0.841  0.198
11 H 0.765 1.547 -0.262  0.377
12 H -2.144 1.168 -1.288  0.182
13 H 3.781 -0.773 0.963  0.250
14 H 2.485 0.757 0.737  0.208
15 H 2.258 -0.432 2.471  0.249

As for the structure (SMILES): C/N=C(/NS)SC. Its spin multiplicity is 1. The HOMO energy comes out at -8.6672 eV. For the gap between HOMO and LUMO, the calculation gives 9.10 eV. The LUMO energy is 0.43 eV.



*B*
Molecular formula: C3H8N2S2
Method: DFT, wB97M-V/def2-TZVPD

Each line ends with the natural charge from an NBO analysis.
Atoms and positions in Å:
1 H 3.063 -1.692 0.114  0.351
2 N 2.069 -2.059 -0.022  -0.729
3 C 1.269 -1.054 -0.196  0.282
4 N -0.014 -1.123 -0.019  -0.799
5 S -1.300 -0.765 -1.035  0.434
6 C -2.227 0.231 0.176  -0.793
7 S 2.064 0.429 -0.741  0.216
8 C 0.825 1.602 -0.084  -0.764
9 H -0.099 -2.104 0.367  0.416
10 H -3.277 0.260 -0.358  0.237
11 H -1.782 1.342 0.303  0.227
12 H -2.256 -0.366 1.259  0.244
13 H -0.182 1.534 -0.692  0.223
14 H 0.506 1.226 0.922  0.222
15 H 1.340 2.539 0.008  0.233

As for the structure (SMILES): [H]/N=C(/NSC)SC. Its spin multiplicity is 1. The HOMO energy comes out at -8.8339 eV. For the gap between HOMO and LUMO, the calculation gives 9.39 eV. The LUMO energy is 0.55 eV.



Bottom line: *B*, by a margin of 0.0883 hartree.